88
Properties=species:S:1:pos:R:3:forces:R:3:lowdin_charge:R:1 method="wB97M-V/def2-TZVPD" e_homo_ev=-9.65 max_force_ev_per_a=11.3 charge=0 mol_weight_g_mol=1018.7
Li -21.801 2.487 6.940 -0.412 -0.113 0.866 0.702
Li -24.430 3.398 8.194 -0.128 -0.113 0.038 0.710
Li -17.661 5.383 7.234 1.414 1.765 0.352 0.582
Li -18.944 3.297 6.911 0.697 -0.565 0.128 0.716
N -23.661 2.506 6.502 -1.188 5.816 -3.010 -0.444
S -24.427 3.325 5.170 -1.138 2.896 -2.795 0.541
O -25.864 3.115 5.045 2.562 0.067 1.314 -0.220
O -23.654 3.360 3.977 0.360 -1.020 0.522 -0.231
F -24.210 4.786 5.657 -0.400 0.373 1.349 -0.157
S -24.259 1.176 6.088 -2.239 -10.938 1.416 0.452
O -24.128 0.581 4.747 -0.206 2.606 2.522 -0.224
O -25.388 0.789 6.919 0.784 1.368 -1.659 -0.245
F -23.093 0.452 6.900 1.220 -0.864 -0.255 -0.221
N -16.934 3.609 7.089 2.800 -1.683 1.853 -0.422
S -15.728 3.115 8.284 -0.066 -0.568 7.525 0.627
O -14.562 3.951 8.503 -1.692 -1.172 -1.598 -0.224
O -15.692 1.705 8.720 -0.115 2.971 -2.458 -0.227
F -16.711 3.710 9.386 -0.440 0.205 0.385 -0.207
S -15.978 3.047 5.981 1.614 -3.085 -7.239 0.426
O -15.955 1.597 5.770 -0.690 2.498 1.167 -0.250
O -14.698 3.681 5.777 -1.531 0.148 0.779 -0.233
F -16.905 3.564 4.808 -0.185 0.216 -0.505 -0.188
N -19.519 5.155 6.803 -4.413 0.522 0.116 -0.416
S -19.891 6.033 5.483 1.704 2.776 -7.094 0.511
O -19.342 7.348 5.634 -0.823 -1.051 0.199 -0.223
O -21.181 5.852 4.785 2.663 -0.498 2.688 -0.232
F -18.816 5.351 4.460 -1.172 -0.162 1.240 -0.189
S -21.008 5.672 7.505 -1.454 3.947 6.751 0.615
O -22.079 4.726 7.458 0.885 -1.375 -0.640 -0.327
O -21.447 7.078 7.550 1.490 -2.871 -1.972 -0.209
F -20.469 5.695 9.060 0.011 -1.493 -1.758 -0.193
N -23.967 2.697 9.980 4.950 1.600 -0.080 -0.318
S -24.116 1.201 10.328 -4.949 -7.454 3.048 0.418
O -24.156 0.955 11.762 1.107 0.339 -1.925 -0.263
O -23.543 0.182 9.435 -0.440 2.661 1.629 -0.266
F -25.678 1.134 10.066 -0.028 0.284 -1.092 -0.173
S -22.205 2.545 10.280 3.056 2.711 1.331 0.640
O -21.512 2.358 9.002 -0.669 0.283 0.199 -0.390
O -21.631 1.914 11.450 -1.657 -0.130 -2.250 -0.209
F -21.844 4.048 10.705 -1.130 -0.318 -1.201 -0.175
C -28.650 9.212 3.492 -1.743 -0.191 0.384 -0.152
O -27.567 8.468 3.064 0.964 -0.331 0.682 -0.158
C -26.548 8.358 4.065 1.248 -0.754 -1.899 -0.184
C -25.694 7.119 3.824 0.268 -0.967 -1.581 -0.191
O -25.115 7.112 2.488 1.312 0.256 0.101 -0.189
C -23.835 6.397 2.363 -1.628 -0.390 -0.835 -0.070
H -28.475 10.205 3.907 0.573 0.247 -0.317 0.087
H -29.210 8.690 4.267 0.058 -0.293 0.497 0.080
H -29.394 9.262 2.697 0.361 0.292 -0.346 0.090
H -26.915 8.323 5.090 -0.123 0.379 -0.017 0.128
H -25.775 9.089 3.825 -0.396 1.079 0.708 0.128
H -26.301 6.214 3.838 -0.010 -0.243 0.641 0.124
H -24.836 7.102 4.496 -0.348 -0.070 0.608 0.111
H -22.952 6.847 2.817 -0.321 0.098 0.559 0.075
H -23.597 6.260 1.308 -0.279 0.958 -0.379 0.077
H -23.980 5.334 2.556 0.110 0.023 1.144 0.065
C -16.020 6.772 4.825 -1.172 -0.166 -1.189 -0.082
O -16.490 6.762 6.170 0.695 0.019 -0.320 -0.238
C -15.493 7.355 6.988 0.698 0.175 -0.125 -0.186
C -16.073 7.698 8.303 -1.643 -0.254 0.828 -0.146
O -16.973 6.636 8.636 0.223 -0.908 -1.833 -0.279
C -17.818 6.892 9.696 0.965 0.334 2.002 -0.106
H -15.160 6.136 4.617 0.182 0.044 0.496 0.101
H -15.873 7.783 4.444 0.415 0.201 0.459 0.090
H -16.840 6.419 4.201 0.056 -0.267 0.166 0.072
H -15.164 8.302 6.562 0.182 -0.027 -0.357 0.139
H -14.630 6.697 7.086 0.026 -0.225 -0.081 0.142
H -16.683 8.598 8.239 0.052 0.274 -0.072 0.140
H -15.350 7.819 9.110 0.247 -0.017 -0.102 0.145
H -18.185 5.932 10.060 -0.379 0.260 -0.096 0.091
H -18.574 7.664 9.551 -0.257 -0.216 -0.472 0.106
H -17.130 7.272 10.451 -0.406 0.131 0.807 0.101
C -20.166 6.418 1.088 -0.003 0.281 1.803 -0.076
O -20.014 7.447 2.137 0.122 -0.124 -1.948 -0.252
C -20.123 8.807 1.597 -0.022 -0.471 2.032 -0.140
C -19.447 9.828 2.624 -2.384 0.129 -1.370 -0.206
O -18.166 10.193 2.208 0.804 -1.080 0.869 -0.146
C -17.400 8.990 2.204 0.612 -0.284 -0.662 -0.102
H -20.268 5.520 1.697 0.316 -0.235 -0.279 0.078
H -19.312 6.354 0.414 0.224 0.166 0.161 0.081
H -21.070 6.441 0.479 -0.241 0.744 0.118 0.076
H -21.203 8.935 1.538 0.007 0.665 -0.335 0.116
H -19.643 8.858 0.619 -0.040 0.209 -0.023 0.117
H -19.645 9.509 3.647 1.170 -1.090 0.293 0.114
H -20.021 10.748 2.743 -0.160 0.337 -1.087 0.119
H -17.596 8.398 1.311 -0.521 -0.178 -0.071 0.081
H -17.622 8.369 3.072 0.024 0.110 0.069 0.069
H -16.325 9.134 2.098 0.011 0.789 0.484 0.092